Entry 1:
Here is S2 in the gas phase from OMol25. Energies are from wB97M-V/def2-TZVPD.

Energy (eV): -21668.9892
Relative energy (zero: lowest compared OMol25 entry of this formula, charge and spin) (kcal/mol): 0.18
Charge: 0
LUMO (eV): -2.434
HOMO-LUMO gap (Eh): 0.212
HOMO level (eV): -8.200

Each line ends with the natural charge from an NBO analysis.
Positions of all 2 atoms, in Å:
1 S 0.000 0.000 0.931  0.000
2 S 0.000 0.000 -0.931  0.000

Entry 2:
Here is S2 in the gas phase in a non-equilibrium geometry from OMol25. Energies are from wB97M-V/def2-TZVPD.

Energy (eV): -21665.9348
Relative energy (zero: lowest compared OMol25 entry of this formula, charge and spin) (kcal/mol): 70.62
Charge: 0
LUMO (eV): -4.148
HOMO-LUMO gap (Eh): 0.203
HOMO level (eV): -9.673

Each line ends with the natural charge from an NBO analysis.
Positions of all 2 atoms, in Å:
1 S 0.396 -1.195 -0.166  0.000
2 S -0.396 1.195 0.166  0.000

Entry 3:
Here is S2 in the gas phase in a non-equilibrium geometry from OMol25. Energies are from wB97M-V/def2-TZVPD.

Energy (eV): -21666.2835
Relative energy (zero: lowest compared OMol25 entry of this formula, charge and spin) (kcal/mol): 62.58
Charge: 0
LUMO (eV): -4.037
HOMO-LUMO gap (Eh): 0.204
HOMO level (eV): -9.589

Each line ends with the natural charge from an NBO analysis.
Positions of all 2 atoms, in Å:
1 S 0.000 0.000 1.240  0.000
2 S 0.000 0.000 -1.240  0.000

Entry 4:
Here is a molecular structure, S2 in a non-equilibrium geometry from OMol25. Energies are from wB97M-V/def2-TZVPD.

Energy (eV): -21664.9101
Relative energy (zero: lowest compared OMol25 entry of this formula, charge and spin) (kcal/mol): 94.25
Charge: 0
LUMO (eV): -4.450
HOMO-LUMO gap (Eh): 0.200
HOMO level (eV): -9.888

Each line ends with the natural charge from an NBO analysis.
Positions of all 2 atoms, in Å:
1 S 0.000 0.000 1.362  0.000
2 S 0.000 0.000 -1.362  0.000

Please write out number 3 again, unchanged.
Here is S2 in the gas phase in a non-equilibrium geometry from OMol25. Energies are from wB97M-V/def2-TZVPD.

Energy (eV): -21666.2835
Relative energy (zero: lowest compared OMol25 entry of this formula, charge and spin) (kcal/mol): 62.58
Charge: 0
LUMO (eV): -4.037
HOMO-LUMO gap (Eh): 0.204
HOMO level (eV): -9.589

Each line ends with the natural charge from an NBO analysis.
Positions of all 2 atoms, in Å:
1 S 0.000 0.000 1.240  0.000
2 S 0.000 0.000 -1.240  0.000

Question: Which formula does entry 2 have?
Answer: S2

Question: Which value of HOMO-LUMO gap does entry 2 give?
Answer: 0.203 Eh